1.
{
  "formula": "C24H26F5INO3",
  "method": "the ωB97M-V functional and the def2-TZVPD basis",
  "symbols": ["O", "C", "C", "C", "C", "C", "C", "C", "C", "O", "C", "C", "C", "C", "C", "C", "C", "F", "F", "C", "F", "F", "F", "C", "I", "C", "C", "H", "H", "H", "H", "H", "H", "H", "H", "H", "H", "H", "H", "C", "N", "C", "C", "C", "C", "O", "H", "H", "H", "H", "H", "H", "H", "H", "H", "H", "H", "H", "H", "H"],
  "coordinates": [[6.40804, -0.71381, -3.59841], [5.79773, -0.35790, -2.61989], [6.34017, 0.62012, -1.63355], [7.20875, 1.62787, -2.03040], [7.67092, 2.54158, -1.09344], [7.29265, 2.43868, 0.24088], [6.44293, 1.41919, 0.64674], [5.95588, 0.51982, -0.29150], [5.01521, -0.56919, 0.09928], [5.02726, -1.10763, 1.18016], [4.03657, -0.95073, -0.96383], [2.76759, -1.39816, -0.64276], [1.84830, -1.74396, -1.63356], [0.46953, -2.15886, -1.19857], [-0.39762, -0.96892, -0.71544], [-0.14978, 0.30953, -1.50722], [-1.13736, 1.40693, -1.17299], [-0.76527, 2.06721, -0.03357], [-2.40462, 0.93959, -0.93626], [-1.26596, 2.47224, -2.28393], [-1.92728, 1.95035, -3.33108], [-1.93625, 3.54470, -1.84932], [-0.04751, 2.86123, -2.69239], [2.26460, -1.65068, -2.96355], [0.97202, -2.10837, -4.55183], [3.54290, -1.22687, -3.30352], [4.42556, -0.86201, -2.30015], [7.51862, 1.70065, -3.06352], [8.33254, 3.33562, -1.41082], [7.67002, 3.15442, 0.95759], [6.15421, 1.30971, 1.68302], [2.49905, -1.48046, 0.40392], [0.58193, -2.84671, -0.36048], [-0.05688, -2.67635, -1.99503], [-0.21925, -0.80838, 0.34909], [-1.44440, -1.24833, -0.83363], [-0.22351, 0.09825, -2.57600], [0.83227, 0.73304, -1.30189], [3.86028, -1.17058, -4.33515], [-4.17998, -0.91898, 3.68166], [-5.21450, -0.06232, 3.01216], [-5.02954, 1.34484, 3.48720], [-6.57537, -0.53154, 3.40105], [-5.05594, -0.04337, 1.50900], [-5.30333, -1.33998, 0.77769], [-4.35974, -2.30815, 1.20278], [-4.19324, -0.68526, 4.74388], [-4.42069, -1.96264, 3.52498], [-3.20791, -0.68809, 3.25686], [-5.15414, 1.36619, 4.56616], [-5.77363, 1.97912, 3.01240], [-4.02922, 1.67435, 3.21845], [-6.68959, -1.57235, 3.11495], [-7.31848, 0.08466, 2.90030], [-6.67586, -0.43715, 4.47919], [-4.04221, 0.30963, 1.31898], [-5.76211, 0.70120, 1.14266], [-5.17719, -1.11411, -0.28494], [-6.32852, -1.69376, 0.92393], [-4.46865, -3.10512, 0.67365]],
  "forces_ev_per_a": [[-0.12, 0.17, -0.17], [0.03, -0.03, 0.04], [0.00, 0.12, 0.13], [0.09, -0.03, 0.09], [-0.05, -0.07, -0.01], [-0.01, -0.06, -0.12], [0.11, -0.06, 0.00], [0.03, -0.02, -0.13], [0.04, 0.04, -0.08], [-0.16, 0.17, 0.20], [-0.03, -0.02, -0.15], [0.14, -0.10, -0.08], [0.13, -0.03, 0.06], [-0.08, 0.28, 0.16], [0.11, -0.19, -0.05], [-0.39, 0.06, 0.06], [0.12, 0.27, 0.17], [-0.06, -0.21, -0.12], [0.06, -0.02, -0.04], [-0.01, 0.10, -0.20], [0.25, 0.18, 0.25], [0.14, -0.26, -0.13], [-0.42, -0.10, 0.13], [-0.10, 0.03, -0.06], [0.03, 0.01, 0.02], [0.07, -0.07, 0.12], [-0.06, 0.01, 0.07], [-0.04, -0.08, -0.05], [0.02, 0.03, 0.03], [-0.02, 0.00, 0.06], [-0.01, -0.01, 0.02], [-0.03, -0.03, 0.02], [-0.09, -0.14, -0.06], [0.09, -0.07, -0.07], [0.00, 0.16, 0.01], [-0.02, -0.06, 0.12], [0.06, 0.03, -0.04], [0.09, -0.07, -0.13], [0.01, -0.01, -0.02], [-0.07, 0.02, 0.12], [0.00, 0.01, 0.03], [-0.03, -0.01, -0.02], [0.02, -0.01, 0.01], [0.10, 0.05, -0.06], [0.08, -0.21, 0.04], [-0.10, 0.06, 0.01], [0.00, 0.01, 0.00], [0.06, -0.01, -0.10], [0.02, -0.02, -0.01], [0.01, 0.01, 0.01], [0.00, 0.01, 0.00], [0.00, 0.01, 0.00], [0.00, 0.00, 0.00], [-0.01, 0.00, 0.01], [-0.01, 0.00, 0.01], [0.00, -0.01, -0.04], [0.03, 0.03, -0.02], [-0.07, 0.07, -0.01], [-0.01, 0.03, -0.02], [0.05, -0.02, -0.01]],
  "multiplicity": 1,
  "gap_ev": 8.244,
  "total_charge": 1
}

---

2.
{
  "formula": "C3H4FO3S",
  "method": "the ωB97M-V functional and the def2-TZVPD basis",
  "symbols": ["C", "C", "C", "O", "O", "O", "F", "S", "H", "H", "H", "H"],
  "coordinates": [[0.69236, 1.19358, 0.14024], [0.98535, -0.09375, 0.06568], [-0.64678, -1.09477, -0.16418], [-1.94460, 1.04222, -0.95302], [-3.08970, -0.94598, -0.13741], [-2.03704, 0.60960, 1.44519], [2.01037, -0.96617, 0.26546], [-2.04561, 0.02701, 0.10700], [1.37333, 1.95831, 0.51126], [-0.24939, 1.53356, -0.18360], [-0.64843, -1.90254, 0.40747], [-0.71589, -1.42835, -1.15739]],
  "forces_ev_per_a": [[3.47, -0.25, 0.88], [-5.55, -2.98, -0.79], [3.55, 6.17, -1.18], [-0.06, -0.33, 0.29], [-0.92, -0.33, 0.13], [0.34, -0.45, -0.32], [-0.02, 1.60, 0.26], [-0.21, -0.12, -0.49], [0.30, -0.15, -0.23], [-0.95, 0.09, -0.20], [0.08, -3.19, 3.15], [-0.02, -0.05, -1.50]],
  "relative_energy_kcal_mol": 37.7,
  "multiplicity": 1,
  "gap_ev": 8.914,
  "total_charge": -1
}

---

| no. | HOMO energy (eV) |
| --- | --- |
| 1 | -10.9 |
| 2 | -5.1 |